109
Properties=species:S:1:pos:R:3 method="wB97M-V/def2-TZVPD" e_homo_ev="-0.9801 / -1.0815" gap_ev="5.0350 / 5.1363" total_energy_ha=-4909.7491 de_lowest_kj_mol=0.00 fmax_ha_per_bohr=0.0799 charge=-2 multiplicity=5
Cr 14.5661 10.7115 15.5183
C 18.7726 10.1211 16.5681
O 17.9475 10.1177 17.7854
C 16.7639 10.6106 17.4472
N 16.6521 10.8999 16.1546
C 17.7793 10.4162 15.4443
C 18.3224 11.3113 14.3605
C 17.8421 12.5941 14.0786
C 18.4634 13.3336 13.0768
C 19.5434 12.7969 12.3950
C 20.0327 11.5371 12.7137
C 19.3854 10.7850 13.6716
C 15.6747 10.8494 18.3591
C 15.6775 11.1191 19.7194
C 14.4443 11.6501 20.2366
C 13.3418 11.7601 19.4519
C 13.3168 11.2299 18.0938
N 14.5417 10.9279 17.6198
C 12.2217 11.0070 17.3354
N 11.9275 10.3701 16.1075
C 11.2305 11.4153 15.2877
C 10.6869 12.3158 16.4741
O 11.0009 11.6369 17.6879
C 10.2520 10.9546 14.1849
C 9.0311 11.6121 14.0900
C 8.1571 11.3504 13.0502
C 8.5047 10.4031 12.1035
C 9.6862 9.6617 12.2392
C 10.5861 9.9883 13.2288
H 19.2320 9.1441 16.5033
H 19.5043 10.9287 16.6868
H 17.4464 9.4933 14.9285
H 16.9812 12.9726 14.6213
H 18.0955 14.3228 12.8037
H 20.0337 13.3494 11.5892
H 20.8661 11.1154 12.1488
H 19.6838 9.7633 13.8315
H 16.5727 10.9981 20.3041
H 14.4107 12.0244 21.2615
H 12.4919 12.2849 19.8539
H 12.0376 11.9524 14.7626
H 9.6111 12.4778 16.4307
H 11.2540 13.2555 16.3863
H 8.7238 12.3081 14.8535
H 7.2145 11.8685 13.0003
H 7.8078 10.1732 11.2901
H 9.9653 8.9089 11.5023
H 11.5804 9.5388 13.2328
O 14.0676 15.1191 15.6863
C 14.2374 13.9148 15.5449
N 14.3724 12.7534 15.3266
F 11.2152 8.2428 15.1554
B 11.6994 8.9539 16.1796
F 11.5843 8.3646 17.3835
C 14.0652 6.4750 17.2046
Si 14.8522 7.2978 15.6696
C 14.4530 6.2814 14.1450
C 16.7229 7.1671 15.9330
O 14.3577 8.8101 15.5635
H 14.5791 5.5328 17.3934
H 13.0055 6.2577 17.0631
H 14.2142 7.0598 18.1142
H 14.8541 5.2691 14.2081
H 14.8213 6.7501 13.2517
H 13.3779 6.1887 14.0132
H 16.9511 6.1139 16.0562
H 17.0274 7.7140 16.8077
H 17.2638 7.5242 15.0949
C 14.1950 13.2913 7.9317
Si 14.4156 13.0089 9.8310
C 16.0277 13.8493 10.4556
C 13.0336 13.8472 10.8084
Si 14.4791 10.7329 10.1600
Te 14.6203 9.8296 12.4820
Si 16.3920 9.6702 9.4421
C 17.8753 10.5604 10.2192
C 16.3495 7.8576 10.0281
C 16.5144 9.5653 7.5128
Si 12.6057 9.7799 9.2572
C 12.8352 9.4121 7.3694
C 12.2643 8.1342 10.1484
C 11.1210 10.9656 9.5047
H 14.2394 14.3111 7.5683
H 13.2428 12.8692 7.6417
H 14.9297 12.7038 7.4032
H 15.9911 14.9333 10.5763
H 16.8923 13.6048 9.8276
H 16.2005 13.4097 11.4267
H 13.0797 14.9171 10.7838
H 13.0986 13.5024 11.8349
H 12.0482 13.5539 10.4127
H 17.6010 10.7476 11.2490
H 18.0438 11.5280 9.7730
H 18.8011 10.0163 10.2580
H 16.5421 7.8004 11.1117
H 17.0819 7.2427 9.5129
H 15.3481 7.4381 9.8834
H 16.2913 10.5022 7.0171
H 15.7754 8.8804 7.1066
H 17.4760 9.2459 7.1620
H 13.4241 8.5157 7.1197
H 13.3301 10.2782 6.9185
H 11.9112 9.3310 6.8404
H 13.0991 7.4755 10.0480
H 11.3553 7.6743 9.7596
H 12.1438 8.3338 11.2131
H 11.2094 11.8016 8.8365
H 11.1252 11.3745 10.5371
H 10.1503 10.5102 9.3293

---

100
Properties=species:S:1:pos:R:3 method="wB97M-V/def2-TZVPD" e_homo_ev="-15.7652 / -15.7399" gap_ev="4.3585 / 4.3364" total_energy_ha=-4975.0641 de_lowest_kj_mol=0.00 fmax_ha_per_bohr=0.0568 charge=+3
C -1.3445 0.3322 -2.7136
C 0.6008 -0.9231 -2.4553
C -1.3840 0.0910 -4.0909
C 0.6821 -1.1125 -3.8435
C -0.3332 -0.6268 -4.6667
H -2.2139 0.4826 -4.6654
H 1.5475 -1.6367 -4.2566
H -0.3041 -0.8090 -5.7323
N -0.4513 -0.2623 -1.9127
P -1.7626 2.0465 -0.4990
P 1.2712 -2.3742 -0.0482
C -2.3688 1.2741 -2.0776
H -2.6518 2.0693 -2.7916
H -3.2995 0.7156 -1.8693
C 1.6956 -1.3817 -1.5437
H 2.5170 -1.8616 -2.0931
C 2.9640 -2.6729 0.7937
C 0.5588 -3.9914 -0.7336
C -0.7765 3.5553 -1.1186
C -3.3572 2.4693 0.4436
C 3.1897 -1.5933 1.8702
H 2.3874 -1.5778 2.6214
H 4.1382 -1.8250 2.3789
H 3.2780 -0.5873 1.4484
C 2.9745 -4.0320 1.5065
H 2.1480 -4.1225 2.2229
H 2.9501 -4.8781 0.8113
H 3.9132 -4.1056 2.0756
C 4.1256 -2.5922 -0.2044
H 5.0577 -2.7619 0.3568
H 4.0743 -3.3614 -0.9832
H 4.1944 -1.6014 -0.6719
C -0.0796 -4.7471 0.4546
H -0.6939 -4.0792 1.0784
H -0.7359 -5.5391 0.0622
H 0.6711 -5.2202 1.0996
C -0.5534 -3.6834 -1.7529
H -1.3059 -2.9954 -1.3459
H -0.1444 -3.2633 -2.6788
H -1.0566 -4.6293 -2.0121
C 1.6529 -4.8249 -1.4293
H 2.5003 -4.2267 -1.7915
H 2.0343 -5.6284 -0.7832
H 1.2166 -5.3118 -2.3161
C -2.9817 3.2125 1.7371
H -3.8759 3.2911 2.3737
H -2.2141 2.6704 2.3110
H -2.6261 4.2339 1.5477
C -4.0570 1.1523 0.8323
H -4.3593 0.5613 -0.0408
H -3.4368 0.5313 1.4932
H -4.9708 1.4064 1.3922
C -4.3158 3.3071 -0.4126
H -5.3002 3.3080 0.0801
H -4.0013 4.3537 -0.4974
H -4.4532 2.8914 -1.4200
C 0.3422 3.0720 -2.0588
H 0.8996 3.9553 -2.4133
H 1.0474 2.4170 -1.5274
H -0.0468 2.5422 -2.9387
C -0.1134 4.2357 0.0918
H 0.5514 3.5422 0.6274
H 0.4951 5.0748 -0.2745
H -0.8440 4.6404 0.8013
C -1.6657 4.5459 -1.8785
H -2.2041 4.0787 -2.7132
H -2.3816 5.0537 -1.2229
H -1.0144 5.3228 -2.3070
Pb -0.3118 -0.0734 0.8680
C -2.5016 -1.8408 0.3391
O -3.5261 -2.2997 0.1381
N 1.7741 0.7539 0.1346
C 2.3787 0.2534 -0.8179
C 3.5580 0.7572 -1.5843
C 4.2638 1.7943 -0.9683
C 3.9527 0.2816 -2.8420
C 5.4335 2.2946 -1.5465
H 3.8816 2.1817 -0.0226
C 5.1249 0.7812 -3.4235
H 3.3414 -0.4541 -3.3657
C 5.8700 1.7724 -2.7716
H 5.9883 3.0806 -1.0347
H 5.4452 0.3905 -4.3918
H 6.7879 2.1482 -3.2256
C -1.6616 2.3134 5.4183
N -2.2817 1.0660 5.0215
C -3.5869 0.6912 5.2855
C -3.7401 -0.5694 4.8127
N -2.5388 -0.9398 4.2372
C -2.2569 -2.2742 3.7514
C -1.6207 0.0754 4.3481
Se 0.1384 0.0986 3.8022
H -0.6220 2.1200 5.7010
H -2.2131 2.7206 6.2727
H -1.6730 3.0427 4.5984
H -4.2715 1.3361 5.8109
H -4.5742 -1.2527 4.8370
H -2.1067 -2.9667 4.5950
H -3.1083 -2.6192 3.1511
H -1.3428 -2.2600 3.1457